[1]
Density functional theory data (ωB97M-V/def2-TZVPD) for 13 unconnected molecules or ions with the total composition C13H52N26O13 at a distorted geometry.

Computed properties:
energy above the lowest of the compared OMol25 structures with the same formula, charge and spin	3.639	eV
gap between HOMO and LUMO	8.23	eV

CARTESIAN COORDINATES (ANGSTROEM)
O (4.756, -4.542, -0.792)
O (-0.931, -2.628, 2.002)
O (0.333, -6.032, 1.341)
O (-2.368, -1.899, -2.465)
O (-0.709, 4.504, -1.653)
O (-1.765, 1.868, -5.450)
O (2.829, -1.119, 1.559)
O (-5.141, 0.867, 0.344)
O (-5.234, -0.005, 3.665)
O (-0.808, 1.202, 3.401)
O (2.614, 4.659, -3.745)
O (-0.688, 1.319, -0.372)
O (2.060, -3.274, -2.416)
N (0.595, -0.487, 0.129)
N (-3.561, -0.603, 2.292)
N (3.183, 2.460, -3.969)
N (-0.588, 3.278, 4.193)
N (1.183, -6.459, -0.698)
N (4.686, -5.758, 1.032)
N (3.354, -1.461, -2.300)
N (4.189, -0.413, 3.209)
N (-3.419, -1.163, 4.479)
N (2.040, 0.099, 3.390)
N (3.601, -3.810, 1.083)
N (-0.511, 3.692, -4.881)
N (-1.390, 2.991, 2.107)
N (-0.193, -3.982, 3.638)
N (-0.966, 5.688, 0.295)
N (1.512, 1.462, -0.672)
N (-3.819, 2.487, -0.492)
N (-2.684, -0.508, -0.737)
N (-0.771, -1.840, 4.108)
N (-2.566, 5.714, -1.257)
N (0.437, -4.368, -0.178)
N (-4.407, -1.748, -1.366)
N (-1.063, 2.199, -3.328)
N (4.145, -3.276, -3.377)
N (4.010, 4.100, -5.351)
N (-5.938, 2.978, -0.199)
C (0.422, 0.789, -0.313)
C (2.947, -0.518, 2.622)
C (0.713, -5.605, 0.237)
C (-4.999, 2.008, -0.096)
C (3.252, 3.741, -4.284)
C (4.245, -4.732, 0.313)
C (-3.126, -1.450, -1.605)
C (-0.702, -2.811, 3.185)
C (-1.144, 2.509, -4.622)
C (-4.189, -0.627, 3.496)
C (3.125, -2.732, -2.668)
C (-1.358, 5.234, -0.916)
C (-0.892, 2.413, 3.198)
H (-1.417, 1.264, -3.175)
H (0.028, -3.692, 0.439)
H (-0.175, 2.793, 4.972)
H (-5.562, 3.906, -0.137)
H (-1.220, 3.972, 1.961)
H (-0.672, 3.959, -5.839)
H (1.117, 0.293, 3.020)
H (4.380, -5.880, 1.981)
H (4.851, 3.583, -5.551)
H (-1.831, -0.002, -0.948)
H (5.141, -6.479, 0.499)
H (4.987, -0.738, 2.692)
H (-0.637, -2.098, 5.070)
H (-4.887, -2.476, -1.864)
H (-0.649, -0.899, 3.763)
H (-3.041, 1.844, -0.529)
H (-0.024, 5.459, 0.567)
H (0.843, -4.073, -1.053)
H (3.159, -4.233, 1.880)
H (-4.259, -0.445, 1.579)
H (-0.016, -4.144, 4.612)
H (-1.553, 6.382, 0.720)
H (1.521, -7.318, -0.299)
H (2.529, -1.072, -1.868)
H (2.632, 2.131, -3.195)
H (-6.900, 2.792, 0.030)
H (-2.563, -1.703, 4.393)
H (2.362, 0.486, 4.255)
H (3.666, 1.796, -4.549)
H (3.324, -2.904, 0.744)
H (-3.035, 6.307, -0.593)
H (1.513, -0.889, 0.279)
H (-3.433, 0.052, -0.351)
H (-0.158, -1.116, 0.370)
H (1.545, -6.089, -1.562)
H (-2.673, -1.018, 2.059)
H (-1.526, 2.397, 1.300)
H (-0.879, 2.818, -2.555)
H (2.409, 1.024, -0.542)
H (-3.190, 5.283, -1.917)
H (-4.880, -1.172, -0.690)
H (1.376, 2.406, -0.999)
H (3.959, 5.093, -5.505)
H (4.257, -1.066, -2.480)
H (-3.920, -1.287, 5.346)
H (4.169, 0.163, 4.027)
H (4.149, -4.147, -3.871)
H (-0.625, 4.280, 4.172)
H (0.226, -4.593, 2.946)
H (4.975, -2.717, -3.292)
H (0.094, 4.158, -4.226)
H (-3.787, 3.198, -1.202)

Mulliken population analysis, charges in e, atoms 1 to 8: -0.651, -0.635, -0.778, -0.715, -0.600, -0.708, -0.582, -0.664


[2]
Density functional theory data (ωB97M-V/def2-TZVPD) for 3 unconnected molecules or ions with the total composition C6H12O2.

Computed properties:
energy above the lowest of the compared OMol25 structures with the same formula, charge and spin	8.903	eV
gap between HOMO and LUMO (spin up / spin down)	7.52 / 7.52	eV

CARTESIAN COORDINATES (ANGSTROEM)
O (-0.946, 2.823, 0.270)
O (-1.842, 1.701, 0.548)
C (-0.287, 0.157, 0.795)
C (-0.710, -0.042, -0.463)
C (-1.188, -0.210, -1.656)
C (1.123, -1.099, -0.123)
C (-0.826, -0.596, 1.979)
C (2.097, -0.354, -0.995)
H (0.380, 0.997, 0.957)
H (-0.733, -0.890, -2.366)
H (1.491, -1.299, 0.880)
H (-1.576, 0.047, 2.438)
H (-1.291, -1.535, 1.682)
H (3.061, -0.873, -1.031)
H (0.692, -2.004, -0.544)
H (-1.367, 3.221, -0.502)
H (1.738, -0.254, -2.020)
H (2.285, 0.652, -0.610)
H (-2.065, 0.353, -1.945)
H (-0.037, -0.794, 2.706)

Mulliken population analysis, charges in e, atoms 1 to 8: -0.391, -0.613, 0.433, 0.452, -0.949, -0.829, -1.276, -0.959


[3]
Density functional theory data (ωB97M-V/def2-TZVPD) for a molecular structure, CrN5O15 at a distorted geometry.

Computed properties:
energy above the lowest of the compared OMol25 structures with the same formula, charge and spin	2.523	eV
⟨S²⟩	6.0067
2S+1	5
charge	-3
gap between HOMO and LUMO (spin up / spin down)	5.05 / 6.41	eV

CARTESIAN COORDINATES (ANGSTROEM)
Cr (-7.770, -10.855, 33.245)
O (-3.969, -10.696, 34.122)
O (-7.547, -11.301, 35.330)
O (-6.146, -9.514, 30.318)
O (-7.098, -8.948, 33.743)
O (-9.821, -10.596, 33.597)
O (-4.190, -10.867, 31.935)
O (-5.607, -7.787, 34.772)
O (-5.658, -7.876, 32.683)
O (-9.244, -12.221, 32.742)
O (-7.802, -10.283, 31.242)
O (-6.025, -10.322, 36.366)
O (-5.724, -11.256, 33.210)
O (-11.389, -11.789, 32.682)
O (-7.644, -10.858, 37.461)
O (-7.974, -8.596, 29.996)
N (-7.122, -10.850, 36.432)
N (-7.348, -9.511, 30.420)
N (-6.216, -8.006, 33.728)
N (-10.284, -11.674, 33.107)
N (-4.566, -11.029, 33.053)

natural (NBO) population analysis, charges in e, atoms 1 to 8: 1.276, -0.564, -0.606, -0.479, -0.640, -0.537, -0.489, -0.507


[4]
Density functional theory data (ωB97M-V/def2-TZVPD) for a molecular structure, C15H32O15S3 at a distorted geometry.

Computed properties:
gap between HOMO and LUMO	10.72	eV

CARTESIAN COORDINATES (ANGSTROEM)
S (6.689, -18.499, 37.282)
S (10.259, -16.520, 28.142)
S (5.639, -25.731, 33.794)
O (7.325, -17.279, 36.706)
O (11.573, -16.474, 29.090)
O (5.300, -24.110, 33.782)
O (5.045, -26.104, 35.025)
O (4.843, -17.662, 31.451)
O (6.724, -16.844, 32.525)
O (10.450, -17.624, 27.166)
O (7.393, -19.644, 37.706)
O (5.502, -18.967, 36.280)
O (12.554, -20.065, 31.763)
O (6.989, -25.878, 33.550)
O (6.506, -19.057, 32.147)
O (10.558, -19.881, 30.621)
O (10.046, -15.158, 27.718)
O (12.436, -19.778, 29.582)
C (13.708, -20.000, 29.901)
C (11.839, -19.951, 30.681)
C (8.897, -17.060, 29.080)
C (13.905, -20.196, 31.346)
C (12.804, -16.464, 28.571)
C (5.492, -21.886, 34.649)
C (5.714, -23.429, 34.993)
C (7.742, -18.953, 32.772)
C (5.943, -17.815, 32.052)
C (7.760, -17.441, 33.295)
C (4.457, -18.157, 35.940)
C (4.743, -26.389, 32.293)
C (5.819, -17.917, 38.722)
C (13.729, -16.030, 29.653)
C (3.512, -18.786, 34.878)
H (13.141, -17.465, 28.210)
H (3.657, -26.296, 32.724)
H (4.981, -27.497, 32.348)
H (12.781, -15.824, 27.721)
H (3.839, -17.815, 36.587)
H (14.680, -15.962, 29.757)
H (5.697, -21.290, 35.620)
H (6.459, -17.499, 39.771)
H (5.355, -23.825, 35.800)
H (13.413, -15.037, 30.019)
H (8.578, -19.133, 32.114)
H (8.114, -19.870, 33.388)
H (5.420, -17.007, 38.586)
H (8.698, -17.198, 33.052)
H (14.188, -20.890, 29.401)
H (6.796, -23.610, 35.081)
H (6.167, -21.480, 33.867)
H (8.603, -16.174, 29.526)
H (2.887, -19.707, 35.007)
H (7.405, -17.392, 34.275)
H (4.988, -25.713, 31.385)
H (2.728, -18.109, 34.648)
H (4.502, -21.711, 34.610)
H (5.208, -18.783, 38.909)
H (14.708, -19.456, 31.937)
H (8.211, -17.371, 28.413)
H (13.634, -16.625, 30.693)
H (14.402, -19.230, 29.617)
H (3.941, -19.139, 33.855)
H (14.064, -21.354, 31.319)
H (4.694, -17.118, 35.420)
H (8.824, -17.823, 29.744)

natural (NBO) population analysis, charges in e, atoms 1 to 8: 2.358, 2.342, 2.367, -0.933, -0.702, -0.736, -0.950, -0.606


What did the second record say?
Density functional theory data (ωB97M-V/def2-TZVPD) for 3 unconnected molecules or ions with the total composition C6H12O2.

Computed properties:
energy above the lowest of the compared OMol25 structures with the same formula, charge and spin	8.903	eV
gap between HOMO and LUMO (spin up / spin down)	7.52 / 7.52	eV

CARTESIAN COORDINATES (ANGSTROEM)
O (-0.946, 2.823, 0.270)
O (-1.842, 1.701, 0.548)
C (-0.287, 0.157, 0.795)
C (-0.710, -0.042, -0.463)
C (-1.188, -0.210, -1.656)
C (1.123, -1.099, -0.123)
C (-0.826, -0.596, 1.979)
C (2.097, -0.354, -0.995)
H (0.380, 0.997, 0.957)
H (-0.733, -0.890, -2.366)
H (1.491, -1.299, 0.880)
H (-1.576, 0.047, 2.438)
H (-1.291, -1.535, 1.682)
H (3.061, -0.873, -1.031)
H (0.692, -2.004, -0.544)
H (-1.367, 3.221, -0.502)
H (1.738, -0.254, -2.020)
H (2.285, 0.652, -0.610)
H (-2.065, 0.353, -1.945)
H (-0.037, -0.794, 2.706)

Mulliken population analysis, charges in e, atoms 1 to 8: -0.391, -0.613, 0.433, 0.452, -0.949, -0.829, -1.276, -0.959